Record 1
Here is a single C5H5NS molecule in a non-equilibrium geometry from OMol25. Energies are from ωB97M-V/def2-TZVPD.

Element x y z (Å)
C: 0.219 0.616 -1.415
C: 0.081 -0.646 -1.737
C: 0.459 1.352 1.816
C: -0.280 -1.917 -1.814
C: -0.408 0.827 2.637
N: 1.269 1.168 -0.723
S: 1.701 1.276 0.775
H: -0.427 1.250 -1.971
H: 0.219 -2.699 -2.478
H: -1.136 -2.428 -1.251
H: -1.277 1.315 3.073
H: -0.420 -0.114 3.087

Calculated values
- Lowest unoccupied orbital energy (spin up / spin down): -0.47 / -0.46 eV
- E_HOMO (spin up / spin down): -8.48 / -8.48 eV
- Kohn-Sham gap (spin up / spin down): 8.013 / 8.014 eV
- Total charge: 0

=====

Record 2
Here is a single C5H5NS molecule in a non-equilibrium geometry from OMol25. Energies are from ωB97M-V/def2-TZVPD.

Element x y z (Å)
C: 0.284 1.333 0.030
C: 0.197 -0.166 0.060
C: 1.538 -0.834 0.135
C: -0.944 -0.941 -0.195
C: -2.197 -0.254 -0.340
H: 0.957 1.621 -0.870
H: -0.698 1.711 -0.035
H: 0.647 1.591 1.066
H: 1.533 -1.961 0.652
H: -0.986 -2.082 -0.102
N: -3.322 0.061 -0.128
S: 2.990 -0.079 -0.273

Calculated values
- Lowest unoccupied orbital energy: -1.67 eV
- E_HOMO: -9.31 eV
- SMILES: C/C(C=S)=C\C#N
- Kohn-Sham gap: 7.636 eV
- Total charge: 0

=====

Record 3
Here is a single C5H5NS molecule in a non-equilibrium geometry from OMol25. Energies are from ωB97M-V/def2-TZVPD.

Element x y z (Å)
C: 0.005 -1.201 2.062
C: -0.772 -0.537 0.062
C: 1.277 0.163 0.109
C: -0.859 0.408 -1.064
C: 0.617 0.840 -1.052
N: -0.925 -1.021 1.180
S: 1.569 -0.440 1.538
H: -0.080 -1.799 2.942
H: -1.139 -0.099 -1.988
H: -1.560 1.227 -0.877
H: 0.742 1.921 -0.939
H: 1.126 0.538 -1.972

Calculated values
- Lowest unoccupied orbital energy (spin up / spin down): 0.61 / 0.61 eV
- E_HOMO (spin up / spin down): -7.42 / -7.42 eV
- Kohn-Sham gap (spin up / spin down): 8.034 / 8.033 eV
- Total charge: 0

=====

Record 4
Here is a single C5H5NS molecule in a non-equilibrium geometry from OMol25. Energies are from ωB97M-V/def2-TZVPD.

Element x y z (Å)
C: 1.789 0.812 -0.215
C: 0.456 0.358 -0.211
C: -0.868 0.881 -0.011
C: -1.913 0.077 0.120
C: -1.174 -1.251 -0.022
H: 2.272 -1.541 0.407
H: 2.051 1.936 -0.321
H: -1.261 1.874 0.228
H: -2.932 0.418 0.420
H: -1.669 -2.162 -0.149
N: 0.159 -1.056 -0.322
S: 3.091 -0.346 0.076

Calculated values
- Lowest unoccupied orbital energy: -0.75 eV
- E_HOMO: -8.56 eV
- SMILES: S/C=C1/C=CC=N1
- Kohn-Sham gap: 7.808 eV
- Total charge: 0

=====

Record 5
Here is a gas-phase ion, C5H5O4S (charge -1) in a non-equilibrium geometry from OMol25. Energies are from ωB97M-V/def2-TZVPD.

Element x y z (Å)
C: -0.422 1.371 -0.077
C: -1.460 0.508 -0.236
C: -2.491 -0.353 0.110
C: 0.666 1.029 0.732
C: 0.867 -1.781 -0.571
O: -2.819 0.417 -0.867
O: -3.048 -1.156 0.822
O: 2.912 -0.571 0.725
O: 2.181 0.164 -1.508
S: 1.803 -0.410 -0.208
H: -0.436 2.211 -0.646
H: 1.279 1.875 1.176
H: 0.561 0.273 1.416
H: 0.384 -2.142 0.346
H: 0.021 -1.434 -1.214

Calculated values
- Lowest unoccupied orbital energy (spin up / spin down): 3.41 / 3.41 eV
- E_HOMO (spin up / spin down): -4.22 / -4.22 eV
- SMILES: C=[S@@](=O)([O-])C/C=C1/OC1=O
- Kohn-Sham gap (spin up / spin down): 7.636 / 7.635 eV
- Total charge: -1

=====

Record 6
Here is a molecular structure, C5H5O6Sn in a non-equilibrium geometry from OMol25. Energies are from ωB97M-V/def2-TZVPD.

Element x y z (Å)
O: -1.495 0.357 -0.078
C: 1.061 4.350 0.173
C: -1.592 -0.865 -0.305
O: 1.611 5.279 0.551
O: 0.550 3.384 -0.241
C: -2.593 -1.663 0.313
Sn: -0.104 1.607 -0.528
H: -2.772 -2.684 -0.023
H: -3.185 -1.217 1.112
C: -0.342 -1.703 -0.704
O: 0.743 -1.627 0.226
C: 1.567 -0.617 0.237
O: 1.381 0.455 -0.339
O: 2.608 -0.874 0.964
H: -0.011 -1.338 -1.687
H: -0.557 -2.770 -0.798
H: 3.130 -0.074 1.127

Calculated values
- Lowest unoccupied orbital energy (spin up / spin down): -8.71 / -10.73 eV
- E_HOMO (spin up / spin down): -16.82 / -16.80 eV
- Kohn-Sham gap (spin up / spin down): 8.110 / 6.068 eV
- Multiplicity: 2
- <S²>: 0.759
- Total charge: +2

=====

Record 7
Here is a single C5H5P molecule in a non-equilibrium geometry from OMol25. Energies are from ωB97M-V/def2-TZVPD.

Element x y z (Å)
C: 0.790 -0.380 -0.769
C: -0.083 0.643 0.028
C: -1.656 0.932 -0.037
C: 0.637 -0.430 0.869
C: 0.680 -1.605 0.011
P: -2.714 -0.317 0.087
H: 1.573 0.093 -1.515
H: 0.250 1.694 0.166
H: -1.926 2.000 -0.345
H: 1.235 -0.068 1.608
H: 1.213 -2.561 -0.103

Calculated values
- Lowest unoccupied orbital energy (spin up / spin down): 0.40 / -0.44 eV
- E_HOMO (spin up / spin down): -7.75 / -6.56 eV
- Kohn-Sham gap (spin up / spin down): 8.150 / 6.117 eV
- Total charge: 0

=====

Record 8
Here is a single C5H5PS molecule in a non-equilibrium geometry from OMol25. Energies are from ωB97M-V/def2-TZVPD.

Element x y z (Å)
C: -2.540 0.529 -0.264
C: -1.426 0.253 0.038
C: 0.845 1.259 0.158
C: 0.573 -1.213 -0.366
C: -0.041 -0.117 0.420
P: 2.453 0.999 -0.140
S: 2.417 -1.125 0.089
H: -3.588 0.553 -0.366
H: 0.527 2.297 0.295
H: 0.308 -2.153 -0.016
H: 0.659 -1.169 -1.378
H: -0.186 -0.112 1.530

Calculated values
- Lowest unoccupied orbital energy: 0.20 eV
- E_HOMO: -8.72 eV
- SMILES: C#C[C@@H]1C=PSC1
- Kohn-Sham gap: 8.917 eV
- Total charge: 0

=====

Record 9
Here is a single C5H6 molecule in a non-equilibrium geometry from OMol25. Energies are from ωB97M-V/def2-TZVPD.

Element x y z (Å)
C: -0.510 0.972 -2.594
C: -0.249 0.410 -1.531
C: -0.505 -0.137 0.928
C: 0.931 -0.170 0.738
C: -0.069 -0.455 -0.410
H: -0.705 1.494 -3.500
H: -1.109 -0.853 1.457
H: -0.883 0.813 1.160
H: 1.387 0.774 0.597
H: 1.319 -1.072 1.228
H: -0.256 -1.549 -0.806

Calculated values
- Lowest unoccupied orbital energy: 1.13 eV
- E_HOMO: -9.29 eV
- SMILES: C#CC1CC1
- Kohn-Sham gap: 10.415 eV
- Total charge: 0

=====

Record 10
Here is a single C5H6 molecule in a non-equilibrium geometry from OMol25. Energies are from ωB97M-V/def2-TZVPD.

Element x y z (Å)
C: -2.266 0.022 -0.121
C: -1.039 -0.174 0.122
C: 0.336 -0.107 0.569
C: 1.354 -0.643 -0.344
C: 1.147 0.815 -0.149
H: -3.232 0.161 -0.530
H: 0.501 -0.229 1.656
H: 2.113 -1.293 0.206
H: 1.087 -0.981 -1.285
H: 0.470 1.337 -0.840
H: 1.865 1.529 0.328

Calculated values
- Lowest unoccupied orbital energy: 1.15 eV
- E_HOMO: -9.38 eV
- SMILES: C#CC1CC1
- Kohn-Sham gap: 10.528 eV
- Total charge: 0

=====

In order of appearance, energy relative to the best compared isomer or geometry (same formula, charge and spin) = 133.0 48.9 117.5 61.2 93.0 0.0 113.7 32.5 55.3 59.2 kcal per mole.
In order of appearance, total energy = -646.24083 -646.37492 -646.26560 -646.35534 -892.55863 -858.48975 -534.60866 -932.94568 -193.99236 -193.98621 hartree.